45
Properties=species:S:1:pos:R:3:forces:R:3 method="wB97M-V/def2-TZVPD" e_homo_ev="-13.55 / -13.55" charge=+2 multiplicity=8 lumo_energy_ev="-7.65 / -9.89" energy_ev=-71539.105
I 0.0011 -1.3948 -7.6134 0.0 0.5 0.0
I 0.0011 1.2949 -7.3932 0.0 -0.5 -0.1
Gd 0.0014 0.4121 -0.6640 0.0 0.9 3.4
P -2.7168 -0.0305 -0.9606 -1.8 -0.3 0.6
C -3.6762 -0.0738 -2.4948 0.3 0.1 -0.6
C -3.3098 -1.4132 0.0700 0.4 -0.5 0.1
H -4.3906 -1.3795 0.2511 0.2 0.2 -0.2
H -4.3624 1.4174 0.1791 0.2 -0.1 -0.1
H -2.7896 -1.4170 1.0385 -0.1 0.1 -0.3
H -2.7590 1.4887 0.9532 -0.2 -0.2 -0.2
H -3.3972 -0.9776 -3.0569 -0.2 0.2 0.2
H -3.0582 -2.3591 -0.4242 -0.2 0.1 0.1
C -3.2840 1.4352 -0.0130 0.5 0.3 0.0
H -4.7654 -0.0617 -2.3486 0.3 0.0 0.2
H -3.0347 2.3513 -0.5616 -0.2 -0.1 0.0
H -3.3861 0.7875 -3.1154 -0.2 -0.2 0.1
P 2.7177 -0.0464 -0.9535 1.8 -0.3 0.6
C 3.6820 -0.0924 -2.4845 -0.3 0.1 -0.6
C 3.2900 1.4141 -0.0010 -0.5 0.3 0.0
H 2.7768 -1.4364 1.0440 0.1 0.1 -0.3
H 4.3798 -1.4083 0.2602 -0.2 0.2 -0.2
H 3.0424 -2.3780 -0.4195 0.2 0.1 0.1
C 3.2992 -1.4345 0.0766 -0.4 -0.5 0.1
H 2.7608 1.4699 0.9629 0.2 -0.2 -0.2
H 4.3674 1.3889 0.1962 -0.2 -0.1 -0.1
H 4.7708 -0.0842 -2.3349 -0.3 0.0 0.2
H 3.3970 0.7702 -3.1054 0.2 -0.2 0.1
H 3.0494 2.3326 -0.5494 0.2 -0.1 0.0
H 3.4016 -0.9949 -3.0480 0.2 0.2 0.2
C 0.0039 -0.1195 -3.0690 0.0 -0.7 -6.2
O 0.0046 -0.1804 -4.2199 0.0 0.1 4.4
C 1.2496 -0.6721 3.2917 0.1 -0.1 0.1
C -0.0012 0.0300 2.7604 0.0 -0.4 0.1
C -1.2556 -0.6672 3.2889 -0.1 -0.1 0.1
C 0.0021 1.5127 3.0933 0.0 0.2 0.1
O -0.0001 -0.0750 1.3209 0.0 0.2 -1.3
H 1.2562 -0.6425 4.3959 0.1 0.0 -0.5
H 2.1640 -0.1883 2.9189 -0.2 0.0 0.2
H 1.2880 -1.7238 2.9663 -0.2 0.3 0.2
H -1.2639 -0.6396 4.3931 -0.1 0.0 -0.5
H -2.1669 -0.1785 2.9154 0.2 0.0 0.2
H -1.2982 -1.7179 2.9616 0.2 0.3 0.2
H 0.8852 1.9988 2.6554 -0.1 -0.1 0.2
H -0.8779 2.0028 2.6537 0.0 -0.1 0.2
H 0.0014 1.6800 4.1835 0.0 0.0 -0.5

=====

44
Properties=species:S:1:pos:R:3:forces:R:3 method="wB97M-V/def2-TZVPD" e_homo_ev="-20.14 / -20.86" charge=+3 multiplicity=5 lumo_energy_ev="-9.25 / -14.64" e_above_lowest_ev=0.832 energy_ev=-23299.571
Pd 0.0360 -0.3894 0.0070 0.3 0.9 0.7
C -1.5705 1.3411 -1.8727 0.1 0.1 0.0
C -2.6153 1.2498 -0.7384 0.2 0.5 -0.6
N -2.2579 0.1806 0.1991 -0.1 -0.1 -0.1
C -2.5368 0.3326 1.6274 0.3 0.0 0.7
C -1.5801 -0.5321 2.4670 -0.6 -0.1 0.0
N -0.2073 -0.0507 2.2893 0.0 0.0 -0.7
C 0.8987 -0.8358 2.8291 0.6 -0.4 0.5
C 2.2435 -0.1312 2.5907 -0.1 -0.2 -0.4
C 2.9390 -0.4656 1.2582 0.1 -0.1 0.9
N 2.3233 0.0326 0.0200 -0.4 -0.2 -0.4
C 2.5792 1.4259 -0.3927 -0.3 0.7 0.0
C 1.5060 2.3919 0.1212 0.6 -0.1 0.0
N 0.1532 1.9226 -0.2099 -0.4 -0.5 0.3
C -0.3670 2.2445 -1.5477 -0.4 -0.1 -0.5
H -2.0453 1.7202 -2.7807 0.0 -0.1 0.1
H -1.2048 0.3194 -2.1079 -0.2 0.3 -0.1
H -3.5946 1.0441 -1.1895 0.1 -0.2 0.2
H -2.7138 2.2052 -0.2139 0.0 -0.2 0.1
H -2.6340 -0.7099 -0.1439 0.3 0.0 0.0
H -3.5697 0.0475 1.8658 0.0 0.0 -0.2
H -2.4197 1.3853 1.9006 -0.1 0.0 -0.1
H -1.6359 -1.5851 2.1600 0.0 0.2 0.1
H -1.8855 -0.4776 3.5220 0.1 0.0 -0.2
H -0.1406 0.9040 2.6562 0.1 -0.1 -0.4
H 0.8788 -1.8371 2.3715 0.0 0.2 0.2
H 0.7674 -0.9798 3.9141 -0.1 0.1 -0.2
H 2.9394 -0.4427 3.3728 -0.1 0.0 0.0
H 2.1226 0.9464 2.7055 0.1 0.1 0.1
H 3.0136 -1.5526 1.1817 0.0 0.1 -0.1
H 3.9599 -0.0733 1.3272 0.0 0.0 -0.2
H 2.6302 -0.5824 -0.7396 -0.2 0.1 0.1
H 2.6253 1.4712 -1.4836 0.0 -0.2 0.1
H 3.5440 1.7774 -0.0134 0.0 -0.2 0.0
H 1.6867 3.3869 -0.3043 0.0 -0.1 0.1
H 1.5822 2.4782 1.2074 -0.1 0.1 -0.1
H -0.4906 2.3511 0.4557 0.1 -0.2 0.0
H 0.4042 2.0946 -2.3072 0.0 0.0 0.2
H -0.6644 3.3000 -1.5881 0.1 -0.1 0.1
C 0.1260 -3.7620 -0.4891 1.4 -1.6 0.2
O -0.0296 -2.4892 -0.1400 -0.5 1.0 0.1
H 1.1830 -4.0916 -0.5063 -0.3 0.3 -0.1
H -0.3103 -3.9764 -1.4922 -0.3 0.1 0.1
H -0.4330 -4.4337 0.2001 -0.3 0.2 -0.2

=====

56
Properties=species:S:1:pos:R:3:forces:R:3 method="wB97M-V/def2-TZVPD" e_homo_ev=-4.58 charge=-1 lumo_energy_ev=2.00 e_above_lowest_ev=0.576 energy_ev=-77692.590
O 1.4334 -1.3537 -5.5314 -3.4 0.4 -2.4
C 2.4144 -1.4649 -4.9369 0.9 -0.3 2.4
F 3.5348 -1.6693 -5.6134 1.4 -0.1 -0.2
N 2.4913 -1.4165 -3.5409 0.2 -0.1 0.0
C 3.6577 -0.5565 -3.0793 -1.3 1.5 0.1
O 4.7157 -1.0692 -3.1052 2.4 -1.6 0.2
Al 3.5047 1.3731 -2.3644 0.0 0.7 0.3
H 2.6298 -2.3620 -3.1893 0.2 0.0 -0.1
H 2.7399 2.3679 -3.3460 0.1 -0.1 -0.4
H 4.9919 1.9789 -2.1494 0.2 -0.2 -0.1
H 2.7841 1.2912 -0.9373 -0.1 -0.2 -0.1
O 0.3248 2.4643 -3.2983 -0.4 0.2 0.3
S -0.7696 3.0083 -4.0252 0.0 -0.3 -0.4
O -1.1965 4.3643 -3.8323 0.0 0.0 0.1
O -2.0381 2.0390 -3.8577 -0.1 0.1 -0.3
C -2.4478 1.7169 -2.5219 -0.1 -0.1 0.6
C -3.1800 2.8633 -1.8495 0.1 0.2 0.0
C -0.5131 2.7363 -5.7471 -0.1 -0.1 -0.1
H -1.5853 1.3976 -1.9328 0.1 0.1 -0.1
H -3.1143 0.8595 -2.6119 0.1 0.0 -0.2
H -2.5155 3.7098 -1.6807 0.0 0.0 0.0
H -3.5768 2.5457 -0.8840 0.0 -0.1 0.0
H -4.0019 3.2137 -2.4756 0.0 -0.1 0.0
H -0.2242 1.6993 -5.8990 0.0 0.0 0.1
H 0.2868 3.4029 -6.0609 0.0 0.0 0.1
H -1.4305 2.9723 -6.2816 0.0 0.0 0.0
O 1.9005 1.7151 1.3444 -0.1 -0.2 0.2
S 2.6062 1.8005 2.5782 -0.1 0.3 0.1
O 3.8117 1.0648 2.8016 0.0 -0.1 0.0
O 1.5824 1.4910 3.7747 0.2 0.2 0.1
C 0.8508 0.2576 3.6904 -0.3 -0.7 0.0
C 1.7007 -0.9489 4.0405 0.3 0.0 -0.1
C 2.9032 3.4942 2.9672 0.0 0.1 0.1
H 0.4079 0.1567 2.6980 0.1 0.1 0.0
H 0.0307 0.3400 4.4027 0.1 0.3 0.0
H 2.4881 -1.1037 3.3034 0.0 0.0 0.0
H 1.0882 -1.8512 4.0727 -0.1 0.1 0.0
H 2.1862 -0.8123 5.0081 -0.1 0.0 0.0
H 1.9811 4.0534 2.8346 0.0 0.0 0.0
H 3.6663 3.8510 2.2789 0.0 -0.1 -0.1
H 3.2602 3.5623 3.9920 0.0 0.0 0.0
O -0.5744 -3.7700 3.0536 -0.1 0.2 0.4
S -1.6239 -3.1501 2.3035 -0.1 -0.2 -0.8
O -2.0095 -1.7948 2.5460 0.1 0.0 0.3
O -2.9237 -4.0798 2.3677 0.1 0.0 -0.1
C -3.4190 -4.4516 3.6638 -0.3 0.0 0.6
C -4.1522 -3.3139 4.3492 0.1 0.2 0.0
C -1.2927 -3.3401 0.5844 0.0 -0.1 0.0
H -2.6022 -4.8277 4.2831 0.1 0.1 -0.1
H -4.1051 -5.2804 3.4949 0.1 0.0 -0.3
H -3.4734 -2.4984 4.5961 0.0 0.0 0.0
H -4.6135 -3.6628 5.2739 0.0 -0.1 0.0
H -4.9250 -2.9076 3.6964 0.0 -0.1 0.0
H -1.0304 -4.3760 0.3878 0.0 0.0 0.0
H -0.4589 -2.6837 0.3409 0.0 0.0 0.1
H -2.1759 -3.0457 0.0236 0.0 0.0 0.0

=====

51
Properties=species:S:1:pos:R:3:forces:R:3 method="wB97M-V/def2-TZVPD" e_homo_ev=-9.57 lumo_energy_ev=-0.32 smiles="CB(O)[C@H](OC=O)B(O)N(C)C.CCOP(=O)(OCC)OCC" energy_ev=-40375.357
C -1.7661 2.0157 -0.1999 0.4 -0.1 -0.1
B -1.2741 2.5297 1.2205 0.5 -0.3 -0.4
O 0.0281 2.2065 1.6118 -0.4 1.0 -0.1
C -2.1230 3.4202 2.2299 -0.2 -0.4 0.0
O -3.3674 3.8647 1.5515 0.0 -0.9 0.2
C -4.4167 3.5048 2.3605 0.8 -0.8 -1.4
O -4.8213 4.2262 3.1820 -1.2 1.5 1.9
B -1.2467 4.6956 2.6863 -1.0 0.8 0.0
O -1.0434 5.6643 1.6667 0.6 -1.1 0.5
N -0.7296 4.9063 4.0114 1.4 -1.9 -1.6
C 0.6267 5.5214 4.0254 0.0 0.3 1.1
C -0.6442 3.6655 4.8122 -0.4 0.0 1.1
H -2.7289 1.4794 -0.1207 0.2 0.5 -0.1
H -1.8374 2.8337 -0.9416 -0.3 -0.3 0.4
H -1.0399 1.2944 -0.6275 -0.3 0.3 0.3
H 0.6022 2.1777 0.8334 -0.1 -0.6 0.2
H -2.4441 2.7813 3.0756 0.4 0.2 -0.2
H -4.8761 2.4991 2.2364 0.5 0.1 -0.5
H -0.1535 5.4674 1.3310 -0.3 0.6 -0.2
H 1.3456 4.8223 4.4922 -0.3 0.2 -0.3
H 0.5964 6.3933 4.7029 0.2 -0.1 -0.6
H 1.0349 5.7610 3.0355 -0.4 0.3 0.3
H -0.2897 3.9471 5.8219 -0.2 -0.2 -0.4
H 0.0557 2.9106 4.4095 -0.2 0.4 0.0
H -1.6213 3.1780 4.9526 0.3 0.4 -0.1
C 2.5272 -4.2051 -4.7795 -0.2 0.0 -0.1
C 2.7407 -3.0887 -3.7750 0.5 0.1 -0.2
O 1.5737 -2.8075 -3.0118 -0.3 -1.1 0.0
P 1.1505 -3.7575 -1.7209 0.1 7.5 0.0
O 2.4923 -3.9866 -1.0900 -1.2 -3.3 -0.6
O 0.5504 -2.6214 -0.7055 -0.4 -0.9 0.1
C 1.1583 -2.3591 0.5566 0.2 0.2 0.2
C 2.1892 -1.2545 0.4415 0.1 0.2 -0.1
O -0.4043 -3.9424 -2.2536 1.4 -1.9 0.7
C -0.7543 -4.3295 -3.5741 -0.3 -0.5 -0.6
C -0.6182 -5.8238 -3.7888 -0.1 -0.1 0.1
H 2.2176 -5.1286 -4.2840 0.1 0.0 0.0
H 3.4465 -4.4039 -5.3317 0.0 0.0 0.0
H 1.7534 -3.9416 -5.5036 0.0 0.0 0.0
H 3.5909 -3.3226 -3.1322 -0.1 0.0 0.2
H 2.9929 -2.1707 -4.3097 -0.1 0.1 0.1
H 1.5880 -3.2670 0.9793 0.1 0.0 -0.1
H 0.3631 -2.0413 1.2344 -0.1 0.0 -0.2
H 2.9150 -1.4549 -0.3474 0.0 -0.2 0.1
H 2.7259 -1.1281 1.3832 0.0 0.0 0.0
H 1.7044 -0.3091 0.1874 0.0 0.0 0.1
H -0.2017 -3.7554 -4.3161 0.3 0.0 0.2
H -1.8021 -4.0482 -3.7044 0.0 0.1 0.3
H 0.3757 -6.1784 -3.5059 0.0 0.0 -0.1
H -0.8012 -6.0774 -4.8342 0.1 0.0 0.0
H -1.3398 -6.3630 -3.1735 0.0 0.0 0.0

=====

56
Properties=species:S:1:pos:R:3:forces:R:3 method="wB97M-V/def2-TZVPD" e_homo_ev=-3.88 charge=-1 lumo_energy_ev=1.99 energy_ev=-72120.450
C -2.2508 3.9260 0.4294 0.3 -0.4 0.4
B -2.4213 3.2527 -1.0977 1.5 0.2 0.4
O -1.3594 3.6003 -2.0668 -0.6 0.4 2.8
C -3.6391 2.2334 -1.5239 -0.8 0.4 -1.3
O -4.8777 2.4828 -0.7304 2.8 -0.7 -2.2
P -5.6542 0.9903 -0.2022 -2.2 0.5 2.3
O -4.2986 -0.0203 -0.6219 2.0 1.5 -1.7
C -3.3815 0.6163 -1.5994 -1.3 -1.5 1.4
C -1.8698 0.0148 -1.3050 -1.3 -1.0 -3.0
O -1.4115 0.1840 0.0826 4.8 1.3 -0.9
C 0.0347 0.4373 0.1706 -1.5 -0.1 1.9
F 0.5096 1.6304 -0.5708 -1.2 -4.3 2.2
F 0.8302 -0.8059 -0.1488 -2.2 4.7 0.9
F 0.3120 0.7257 1.6276 -0.8 -1.0 -4.9
H -1.1799 3.6856 0.8988 -2.1 0.5 -1.1
H -2.3154 5.0927 0.3053 -0.1 -2.1 0.5
H -3.0292 3.4824 1.1993 1.4 1.2 -1.7
H -0.6399 4.1342 -1.5753 -1.9 -1.3 -1.2
H -3.8334 2.4975 -2.6685 0.2 -0.3 2.0
H -6.8478 1.7435 0.2045 0.3 0.4 -0.1
H -5.0826 1.3151 1.0914 0.3 -0.3 0.0
H -6.3595 -0.1123 0.4337 0.4 -0.4 -0.5
H -6.3885 0.8040 -1.4359 0.8 -0.2 -0.5
H -3.8064 0.1844 -2.6205 1.7 1.0 1.6
H -1.1670 0.4730 -2.1209 -0.9 -0.6 1.9
H -1.9395 -1.1503 -1.5562 0.2 2.5 0.9
O 5.3971 3.9586 0.9509 0.1 -0.6 1.0
S 5.1876 3.5488 2.3229 -0.7 -0.3 0.2
O 6.1249 2.6954 3.0222 -0.5 0.7 -0.8
O 3.6949 2.9119 2.4647 1.1 1.3 0.4
C 3.3249 1.8436 1.6052 -0.4 -1.1 -0.7
C 3.9400 0.5310 2.0542 0.4 -0.1 0.0
C 4.9061 4.9967 3.3109 -0.2 0.0 0.1
H 3.5894 2.0705 0.5667 0.1 0.1 0.2
H 2.2344 1.7597 1.6493 0.3 0.4 0.2
H 5.0275 0.5457 1.9358 -0.1 0.0 0.0
H 3.5477 -0.3023 1.4643 -0.1 0.1 0.1
H 3.7326 0.3476 3.1130 -0.1 0.0 -0.2
H 4.1642 5.6250 2.8154 0.1 -0.2 0.0
H 5.8530 5.5337 3.4005 -0.1 -0.2 -0.1
H 4.5589 4.6887 4.2990 0.1 0.0 -0.2
O -1.0656 -6.4752 -2.4195 0.4 0.3 1.0
S -0.3310 -6.3503 -1.1789 0.3 0.4 0.2
O -0.9089 -5.7380 -0.0012 0.3 -0.5 -1.2
O 1.1066 -5.6462 -1.4818 -0.7 -1.3 0.4
C 1.1250 -4.3953 -2.1538 -0.1 1.2 -0.3
C 0.7517 -3.2581 -1.2209 -0.2 -0.1 0.0
C 0.2954 -7.9489 -0.7271 0.2 0.0 0.0
H 0.4726 -4.4167 -3.0335 0.0 -0.2 0.1
H 2.1470 -4.2400 -2.5140 -0.1 -0.4 0.1
H -0.2956 -3.3300 -0.9129 0.1 0.1 0.0
H 0.8931 -2.2915 -1.7128 0.0 -0.3 0.0
H 1.3591 -3.2877 -0.3109 0.0 0.0 -0.2
H 0.7762 -8.3998 -1.5966 -0.1 0.1 0.1
H -0.5479 -8.5630 -0.4039 0.0 0.2 -0.1
H 1.0054 -7.8314 0.0939 -0.1 0.1 -0.1